Formula: C13H11Cl3N6O3Sn
Source: the Open Molecules 2025 dataset
Level of theory: ωB97M-V/def2-TZVPD

```
37
Properties=species:S:1:pos:R:3
Sn -0.2715 -0.2574 -1.1366
Cl -2.1795 5.9702 2.5359
C -1.7167 4.8459 1.3598
C -1.0535 3.6654 1.7770
C -0.6782 2.7689 0.8318
Cl 0.1592 1.3205 1.2846
C -0.9244 2.9610 -0.5787
O -0.5781 2.1214 -1.4386
C -1.6187 4.1883 -0.9384
Cl -1.9432 4.4452 -2.5810
C -1.9954 5.0995 0.0130
H -0.8567 3.5045 2.8273
H -2.5087 6.0079 -0.2691
N 4.8490 1.0274 -2.5265
C 5.0826 -0.2171 -2.1078
N 6.2577 -0.7836 -2.3363
N 4.1810 -0.9607 -1.4515
C 2.9995 -0.5762 -1.1989
N 1.8904 -0.3390 -0.9053
H 5.5504 1.5617 -3.0115
H 3.9722 1.4779 -2.3313
H 7.0077 -0.3094 -2.8095
H 6.4057 -1.7262 -2.0147
C -4.1227 -3.0793 2.0789
N -2.7925 -3.1857 1.4832
C -2.1275 -4.3179 1.4263
C -0.8834 -4.3734 0.8013
C -0.3660 -3.1786 0.1392
O 0.6370 -3.2154 -0.5572
N -1.0527 -2.0114 0.3023
C -2.2285 -1.9119 0.9310
O -2.8843 -0.9197 1.0912
H -4.4317 -4.0587 2.4313
H -4.8121 -2.7027 1.3256
H -4.0854 -2.3638 2.8977
H -2.5814 -5.1954 1.8707
H -0.2997 -5.2820 0.7849
```

Values from the calculation:
ΔE to the lowest compared entry with this formula, charge and spin in kcal per mole: 21.7
2S+1: 1
LUMO level (alpha / beta) in eV: -8.01 / -9.06
Charge: +2
E_HOMO (alpha / beta) in eV: -14.8797 / -14.0320
Gap between HOMO and LUMO (alpha / beta) in hartree: 0.2524 / 0.1826

Results of the Löwdin charge analysis, in e, for atoms 1 through 8:
1. Sn 1.391
2. Cl 0.839
3. C -0.626
4. C -0.085
5. C -0.523
6. Cl 0.772
7. C -0.441
8. O -0.213